# 1
C32H31BrFN6SiZr | the ωB97M-V functional and the def2-TZVPD basis

Cartesian coordinates (Å):
Zr  0.20  -0.47  0.33
Br  -4.65  -2.37  5.76
C  -3.13  -1.83  4.80
C  -1.95  -1.49  5.46
C  -0.84  -1.13  4.74
C  -0.87  -1.08  3.34
C  -2.08  -1.39  2.69
C  -3.19  -1.76  3.40
N  0.25  -0.84  2.52
C  1.47  -0.93  2.95
C  2.54  -1.24  2.01
C  3.79  -1.62  2.46
C  4.65  -2.27  1.58
C  4.21  -2.57  0.30
C  2.97  -2.10  -0.10
N  2.16  -1.40  0.71
H  -1.93  -1.52  6.54
H  0.07  -0.86  5.28
H  -2.14  -1.34  1.60
H  -4.12  -1.99  2.90
H  1.71  -0.99  4.01
H  4.07  -1.45  3.49
H  5.64  -2.57  1.91
H  4.81  -3.15  -0.38
H  2.60  -2.30  -1.10
C  -0.49  0.58  -4.00
Si  0.52  -0.55  -2.89
C  1.40  -1.94  -3.80
C  1.83  0.46  -1.87
N  -0.39  -1.12  -1.47
C  -1.13  -2.31  -1.53
C  -1.87  -2.76  -2.63
C  -2.50  -3.99  -2.59
C  -2.42  -4.81  -1.47
C  -1.70  -4.39  -0.36
C  -1.09  -3.17  -0.45
F  -0.25  -2.69  0.64
H  -0.25  1.63  -3.89
H  -1.56  0.46  -3.86
H  -0.27  0.33  -5.04
H  2.34  -1.58  -4.22
H  0.79  -2.28  -4.64
H  1.61  -2.81  -3.18
H  2.05  1.40  -2.38
H  2.77  -0.07  -1.77
H  1.45  0.72  -0.86
H  -1.92  -2.14  -3.52
H  -3.07  -4.31  -3.45
H  -2.90  -5.78  -1.47
H  -1.61  -5.00  0.53
C  -2.58  2.82  1.76
C  -1.88  1.64  1.76
N  -1.32  1.12  0.63
C  -1.39  1.88  -0.48
C  -1.98  3.14  -0.53
C  -2.65  3.59  0.60
C  -1.75  4.00  -1.71
C  -0.57  4.55  -2.07
C  0.73  4.58  -1.35
C  1.60  5.64  -1.60
C  2.79  5.70  -0.90
N  3.09  4.82  0.05
C  2.20  3.87  0.25
N  1.08  3.67  -0.43
H  -3.07  3.16  2.66
H  -1.79  1.07  2.67
H  -1.02  1.45  -1.40
H  -3.15  4.54  0.60
H  -2.63  4.29  -2.28
H  -0.58  5.20  -2.93
H  1.35  6.41  -2.33
H  3.53  6.47  -1.09
H  2.41  3.16  1.07

Properties
**Energy above the lowest of the compared OMol25 structures with the same formula, charge and spin**: 119.7 kJ/mol
**Total charge**: +3
**E_HOMO**: -0.597 Eh
**HOMO-LUMO gap**: 5.663 eV
**Molar mass**: 717.9 g mol⁻¹


# 2
C32H31ClIN5Sc | the ωB97M-V functional and the def2-TZVPD basis

Cartesian coordinates (Å):
Sc  0.07  -0.14  1.29
C  -3.97  -5.49  2.03
C  -3.23  -5.88  0.78
C  -3.27  -7.18  0.29
C  -2.60  -7.54  -0.87
C  -1.88  -6.59  -1.58
C  -1.85  -5.28  -1.13
C  -2.51  -4.93  0.05
N  -2.49  -3.59  0.51
C  -1.42  -2.77  0.60
N  -0.21  -3.35  0.60
C  1.07  -2.83  0.20
C  1.32  -1.46  0.12
C  2.57  -1.08  -0.37
C  3.52  -2.01  -0.74
C  3.26  -3.36  -0.58
C  2.04  -3.80  -0.09
C  1.78  -5.28  0.10
N  -1.56  -1.46  0.74
C  -2.80  -0.83  0.41
C  -3.41  -1.07  -0.82
C  -4.58  -0.41  -1.17
C  -5.14  0.51  -0.29
C  -4.51  0.77  0.92
C  -3.34  0.11  1.29
C  -2.67  0.42  2.60
H  -4.28  -6.38  2.58
H  -4.87  -4.91  1.81
H  -3.34  -4.89  2.69
H  -3.83  -7.92  0.84
H  -2.64  -8.57  -1.22
H  -1.37  -6.86  -2.49
H  -1.32  -4.52  -1.70
H  -3.38  -3.17  0.76
H  -0.26  -4.36  0.61
H  2.82  -0.03  -0.45
H  4.48  -1.69  -1.13
H  4.02  -4.10  -0.82
H  2.71  -5.84  0.03
H  1.10  -5.69  -0.65
H  1.36  -5.50  1.09
H  -2.96  -1.76  -1.52
H  -5.04  -0.60  -2.13
H  -6.05  1.04  -0.55
H  -4.94  1.50  1.60
H  -3.14  1.27  3.09
H  -1.63  0.70  2.47
H  -2.70  -0.42  3.29
Cl  -2.55  -0.03  7.02
C  -1.32  0.09  5.81
C  -0.78  1.33  5.49
C  0.20  1.43  4.52
C  0.68  0.30  3.85
C  1.67  0.37  2.75
C  0.11  -0.94  4.19
C  -0.87  -1.05  5.17
H  -1.14  2.22  6.00
H  0.59  2.41  4.26
H  2.38  -0.46  2.79
H  2.22  1.31  2.75
H  0.49  -1.84  3.72
H  -1.29  -2.01  5.44
I  -1.87  5.41  -1.24
C  -0.76  3.97  -0.29
C  0.57  4.04  0.07
N  0.88  2.87  0.65
N  -0.18  2.05  0.72
C  -1.19  2.71  0.15
H  1.29  4.83  -0.06
H  1.75  2.59  1.07
H  -2.17  2.26  0.07

Properties
**Energy above the lowest of the compared OMol25 structures with the same formula, charge and spin**: 33.2 kJ/mol
**Total charge**: +1
**E_HOMO**: -0.379 Eh
**HOMO-LUMO gap**: 7.899 eV
**Molar mass**: 692.9 g mol⁻¹


# 3
C32H31I2N13OP2Ti | the ωB97M-V functional and the def2-TZVPD basis

Cartesian coordinates (Å):
Ti  -1.68  0.75  -0.41
N  -2.78  2.30  2.57
C  -1.79  1.38  2.62
N  -1.03  1.16  3.66
N  -0.16  0.20  3.26
N  -0.39  -0.14  2.05
N  -1.45  0.60  1.58
C  -3.25  2.76  1.36
N  -3.89  3.89  1.20
N  -4.11  3.95  -0.14
N  -3.62  2.92  -0.74
N  -3.06  2.11  0.21
H  -2.95  2.87  3.38
I  -1.78  0.02  -3.06
C  -3.58  -0.48  -0.48
I  -4.42  -0.96  1.42
H  -3.44  -1.41  -1.01
H  -4.29  0.16  -0.99
N  0.63  -1.73  -0.50
P  0.90  -0.08  -0.75
C  1.79  -0.06  -2.35
C  1.63  1.02  -3.22
C  2.37  1.09  -4.39
C  3.27  0.08  -4.71
C  3.41  -1.01  -3.86
C  2.68  -1.08  -2.68
C  2.30  0.34  0.35
C  2.58  -0.39  1.51
C  3.61  0.00  2.35
C  4.37  1.12  2.05
C  4.10  1.86  0.90
C  3.07  1.47  0.06
P  -0.93  -2.11  0.16
C  -1.57  -3.33  -1.04
C  -1.02  -3.52  -2.31
C  -1.60  -4.43  -3.19
C  -2.74  -5.13  -2.82
C  -3.30  -4.94  -1.56
C  -2.71  -4.05  -0.68
C  -0.34  -3.28  1.46
C  -0.59  -3.09  2.81
C  -0.03  -3.93  3.76
C  0.79  -4.98  3.36
C  1.03  -5.20  2.01
C  0.46  -4.36  1.06
H  1.40  -2.26  -0.13
H  0.91  1.79  -2.98
H  2.24  1.94  -5.06
H  3.85  0.14  -5.62
H  4.10  -1.81  -4.11
H  2.81  -1.93  -2.03
H  1.97  -1.25  1.77
H  3.81  -0.57  3.25
H  5.18  1.43  2.71
H  4.70  2.73  0.65
H  2.87  2.04  -0.84
H  -0.15  -2.96  -2.60
H  -1.16  -4.58  -4.17
H  -3.20  -5.82  -3.52
H  -4.19  -5.49  -1.27
H  -3.15  -3.91  0.31
H  -1.23  -2.28  3.13
H  -0.23  -3.77  4.81
H  1.24  -5.63  4.11
H  1.64  -6.03  1.69
H  0.63  -4.55  0.01
C  -1.14  4.95  -1.86
N  -0.46  4.60  -0.59
C  -0.03  5.55  0.27
C  0.55  5.23  1.44
C  0.67  3.85  1.74
N  0.20  2.92  0.90
C  -0.35  3.28  -0.24
O  -0.81  2.43  -1.08
N  1.24  3.41  2.85
H  -1.07  6.02  -2.00
H  -2.18  4.65  -1.81
H  -0.66  4.43  -2.68
H  -0.19  6.57  -0.04
H  0.89  6.00  2.12
H  1.54  4.05  3.56
H  1.22  2.42  3.06

Properties
**E_HOMO**: -0.292 Eh
**HOMO-LUMO gap**: 7.255 eV
**Molar mass**: 977.3 g mol⁻¹


# 4
C32H31N2O5TeV | the ωB97M-V functional and the def2-TZVPD basis

Cartesian coordinates (Å):
V  1.42  -0.44  0.38
O  -0.98  -3.33  2.03
C  -0.03  -2.58  1.55
O  -0.27  -1.63  0.79
C  1.36  -2.87  1.89
C  1.90  -3.81  2.70
C  3.34  -3.87  2.74
C  4.11  -2.96  2.10
C  3.46  -1.84  1.44
N  2.14  -2.02  1.17
C  4.08  -1.10  0.25
O  5.24  -1.11  -0.01
O  3.12  -0.46  -0.43
H  -1.85  -3.00  1.74
H  1.29  -4.51  3.25
H  3.80  -4.70  3.26
H  5.18  -3.01  2.09
C  -1.08  -0.83  -7.28
C  -0.83  -0.34  -5.88
C  -1.50  0.77  -5.37
C  -1.27  1.24  -4.08
C  -2.04  2.44  -3.60
C  -0.35  0.55  -3.29
Te  -0.04  1.28  -1.34
N  1.76  0.53  1.73
C  2.72  0.41  2.66
O  3.57  -0.53  2.64
C  2.79  1.37  3.77
C  1.94  2.47  3.80
C  2.02  3.38  4.84
C  2.95  3.19  5.85
C  3.80  2.09  5.83
C  3.73  1.18  4.79
C  -1.92  0.88  -0.41
C  -2.72  -0.22  -0.72
C  -2.40  -1.26  -1.75
C  -3.92  -0.37  -0.02
C  -4.33  0.53  0.96
C  -5.64  0.36  1.68
C  -3.49  1.60  1.25
C  -2.30  1.80  0.58
C  -1.44  2.99  0.94
C  0.36  -0.56  -3.77
C  1.38  -1.31  -2.96
C  0.10  -0.98  -5.07
H  -1.81  -0.20  -7.79
H  -1.47  -1.85  -7.27
H  -0.16  -0.83  -7.86
H  -2.21  1.29  -6.00
H  -2.60  2.87  -4.41
H  -1.37  3.21  -3.20
H  -2.74  2.17  -2.80
H  1.23  2.61  3.00
H  1.37  4.24  4.86
H  3.01  3.90  6.67
H  4.52  1.94  6.63
H  4.39  0.32  4.76
H  -1.35  -1.55  -1.73
H  -2.61  -0.91  -2.76
H  -3.00  -2.16  -1.58
H  -4.56  -1.21  -0.26
H  -6.06  -0.63  1.51
H  -6.36  1.10  1.33
H  -5.52  0.51  2.75
H  -3.78  2.31  2.02
H  -1.90  3.55  1.74
H  -1.31  3.66  0.09
H  -0.45  2.68  1.27
H  2.19  -0.67  -2.62
H  1.81  -2.12  -3.54
H  0.91  -1.77  -2.07
H  0.64  -1.84  -5.46

Properties
**Energy above the lowest of the compared OMol25 structures with the same formula, charge and spin**: 0.0 kJ/mol
**Total charge**: +1
**Spin multiplicity**: 2
**E_HOMO (spin up / spin down)**: -0.408 / -0.408 Eh
**HOMO-LUMO gap (spin up / spin down)**: 6.897 / 7.137 eV
**⟨S²⟩**: 0.77
**Molar mass**: 702.2 g mol⁻¹